Molecular formula: C17H20Br12N2O2S
Method: DFT, wB97M-V/def2-TZVPD

```
! wB97M-V def2-TZVPD RIJCOSX def2/J DEFGRID3
* xyz 0 1
C 4.721 -1.642 2.277
C 5.656 -0.503 1.587
O 6.548 -0.783 0.753
O 5.349 0.853 2.018
C 4.646 1.474 0.904
C 3.069 1.646 1.124
C 2.103 0.547 0.519
C 0.543 0.665 0.651
C -0.387 -0.488 -0.007
C -0.270 -1.759 1.011
C -0.447 -3.180 0.283
C -1.245 -1.510 2.265
C -0.058 1.900 1.398
N -1.452 2.237 1.611
S -1.350 3.690 2.494
N 0.308 4.075 2.741
C 0.937 2.974 2.037
C 2.493 2.847 1.903
H 4.910 -1.531 3.407
H 3.641 -1.326 2.037
H 5.009 -2.661 1.858
H 5.121 2.521 0.767
H 4.768 0.857 -0.069
H 2.474 -0.378 -0.037
H -0.036 -0.751 -1.069
H -1.483 -0.133 -0.077
H 0.817 -1.715 1.411
H -1.498 -3.323 -0.137
H 0.351 -3.230 -0.556
H -0.190 -3.990 1.069
H -0.629 -1.052 3.130
H -2.086 -0.771 2.008
H -1.655 -2.511 2.655
H 3.195 3.634 2.358
C -2.069 -3.495 -3.766
Br -0.254 -3.168 -4.370
Br -2.691 -2.103 -2.567
Br -3.285 -3.764 -5.252
H -2.053 -4.422 -3.196
C -2.425 5.880 -1.074
Br -3.505 6.037 -2.677
Br -3.482 6.125 0.534
Br -1.427 4.217 -1.037
H -1.695 6.689 -1.101
C -6.083 4.347 3.638
Br -5.530 4.732 5.457
Br -4.815 3.195 2.728
Br -7.885 3.633 3.567
H -6.094 5.295 3.101
C -0.099 -5.936 -7.547
Br 0.359 -4.470 -8.731
Br -1.966 -6.438 -7.710
Br 1.080 -7.457 -7.792
H 0.047 -5.581 -6.528
*
```

Output
E_tot (eV): -876365.90755
E_HOMO (eV): -8.6207
HOMO-LUMO gap (Ha): 0.267
Maximum force (eV/A): 6.153

=====

Molecular formula: C17H20Br2FNO5
Method: DFT, wB97M-V/def2-TZVPD

```
! wB97M-V def2-TZVPD RIJCOSX def2/J DEFGRID3
* xyz 0 1
C -4.418 -2.065 -3.295
C -3.408 -1.158 -4.034
C -1.951 -1.523 -3.725
O -1.571 -0.727 -2.592
C -0.272 -1.079 -2.136
C -0.291 -1.800 -0.808
C -1.237 -2.591 -0.365
F -2.298 -2.884 -1.074
C -1.203 -3.251 0.992
O -1.835 -4.244 1.197
C -0.362 -2.542 2.015
N -0.670 -2.749 3.388
C -0.345 -3.880 3.746
O -0.095 -4.984 4.027
C 0.605 -1.768 1.573
C 1.410 -1.028 2.580
Br 2.927 -1.826 3.404
C 1.045 0.193 2.890
C 1.710 1.093 3.888
Br -0.485 0.955 1.995
C 0.884 -1.602 0.103
O 1.980 -1.356 -0.303
H -3.963 -3.017 -3.034
H -5.319 -2.222 -3.884
H -4.733 -1.562 -2.382
H -3.530 -0.142 -3.663
H -3.553 -1.212 -5.113
H -1.290 -1.210 -4.540
H -1.865 -2.593 -3.519
H 0.257 -0.135 -1.993
H 0.232 -1.657 -2.912
H 0.927 1.689 4.358
H 2.345 1.793 3.343
H 2.228 0.545 4.667
C 2.157 5.484 0.175
C 2.740 4.243 0.833
C 2.584 3.019 -0.056
O 2.091 4.013 2.084
H 1.087 5.355 -0.009
H 2.269 6.351 0.827
H 2.650 5.696 -0.775
H 3.797 4.406 1.050
H 1.527 2.812 -0.246
H 2.999 2.134 0.431
H 3.088 3.158 -1.014
H 1.154 3.869 1.907
*
```

Output
E_tot (eV): -172480.90561
E_HOMO (eV): -9.5386
HOMO-LUMO gap (Ha): 0.299
Maximum force (eV/A): 1.634

=====

Molecular formula: C17H20BrF3OPdS
Method: DFT, wB97M-V/def2-TZVPD

```
! wB97M-V def2-TZVPD RIJCOSX def2/J DEFGRID3
* xyz 0 1
Pd 0.128 -0.669 0.979
Br -1.130 -2.798 -0.377
C 0.571 -3.269 -1.087
C 0.598 -4.356 -1.910
C 1.812 -4.760 -2.498
C 2.952 -4.059 -2.251
C 2.946 -2.931 -1.396
C 4.144 -2.213 -1.164
C 4.159 -1.126 -0.347
C 2.974 -0.714 0.301
C 1.797 -1.377 0.095
C 1.737 -2.511 -0.767
H -0.312 -4.900 -2.115
H 1.824 -5.623 -3.151
H 3.889 -4.354 -2.707
H 5.049 -2.549 -1.655
H 5.079 -0.583 -0.172
H 3.013 0.137 0.968
C -4.841 1.315 -0.348
C -3.968 2.558 -0.219
C -2.569 2.362 -0.786
S -1.569 1.229 0.211
O -0.350 0.951 -0.642
C -1.095 2.366 1.570
C 0.362 2.802 1.495
C 0.634 3.834 0.410
H -5.805 1.466 0.136
H -4.371 0.446 0.112
H -5.024 1.078 -1.397
H -3.910 2.870 0.828
H -4.427 3.391 -0.757
H -1.998 3.288 -0.860
H -2.597 1.887 -1.768
H -1.306 1.824 2.492
H -1.762 3.230 1.519
H 0.999 1.925 1.346
H 0.623 3.203 2.478
H 0.434 3.422 -0.579
H 1.678 4.147 0.431
H 0.019 4.726 0.551
F 0.070 -2.651 3.132
C -0.016 -1.332 2.878
F -1.274 -0.942 3.258
F 0.829 -0.740 3.762
*
```

Output
E_tot (eV): -112509.20563
E_HOMO (eV): -7.6608
HOMO-LUMO gap (Ha): 0.269
Energy relative to the best compared isomer or geometry (same formula, charge and spin) (kJ/mol): 76.92
Maximum force (eV/A): 1.894

=====

Molecular formula: C17H20Cl3MoNO4S
Method: DFT, wB97M-V/def2-TZVPD

```
! wB97M-V def2-TZVPD RIJCOSX def2/J DEFGRID3
* xyz 0 1
C 0.929 -0.185 -3.060
C 1.291 1.194 -2.931
C 0.111 1.964 -2.650
C 2.641 1.737 -3.192
C -0.977 1.040 -2.647
C -0.472 -0.265 -2.963
C -1.327 -1.457 -3.219
C 1.787 -1.327 -3.472
C -0.059 3.443 -2.553
C -2.429 1.345 -2.518
Mo 0.408 0.621 -0.817
Cl 1.858 2.606 -0.057
Cl 2.608 -0.420 -0.351
Cl -0.861 2.233 0.471
H 3.403 0.953 -3.254
H 2.808 2.411 -2.333
H 2.725 2.305 -4.128
H 0.740 3.869 -1.935
H -1.033 3.698 -2.130
H -0.012 3.948 -3.518
H -2.496 2.157 -1.785
H -2.931 0.429 -2.170
H -2.985 1.658 -3.428
H -2.245 -1.328 -2.623
H -0.784 -2.374 -2.963
H -1.623 -1.606 -4.275
H 2.807 -1.196 -3.103
H 1.845 -1.410 -4.563
H 1.346 -2.269 -3.128
O -0.667 -0.959 -0.425
H -1.144 -1.078 0.443
O -2.334 -3.221 3.016
S -2.179 -1.827 3.335
O -3.372 -1.063 3.638
N -1.243 -1.100 2.238
C -0.019 -0.640 2.617
O 0.823 -0.081 1.910
C 0.141 -0.937 4.098
C 1.233 -0.706 4.914
C 1.183 -1.102 6.260
C 0.081 -1.743 6.829
C -1.001 -2.013 5.983
C -0.948 -1.602 4.641
H 2.127 -0.218 4.527
H 2.008 -0.917 6.924
H 0.067 -2.044 7.898
H -1.833 -2.523 6.446
*
```

Output
E_tot (eV): -77892.07449
E_HOMO (eV): -8.6275
HOMO-LUMO gap (Ha): 0.201
Maximum force (eV/A): 4.820

=====

Molecular formula: C17H20Cl3NO3RuS2
Method: DFT, wB97M-V/def2-TZVPD

```
! wB97M-V def2-TZVPD RIJCOSX def2/J DEFGRID3
* xyz -2 5
C -0.987 0.553 -2.614
C -1.146 -0.822 -3.074
C 0.140 -1.394 -3.192
C -2.399 -1.463 -3.486
C 1.113 -0.413 -2.870
C 0.442 0.796 -2.549
C 1.064 2.134 -2.449
C -1.974 1.647 -2.800
C 0.427 -2.758 -3.671
C 2.584 -0.587 -2.912
Ru -0.702 -0.133 -0.574
Cl -2.047 -3.368 -1.318
Cl -2.961 0.160 -0.357
Cl 1.036 -1.587 -0.102
H -3.244 -0.771 -3.388
H -2.577 -2.372 -2.786
H -2.339 -1.834 -4.520
H -0.313 -3.467 -3.277
H 1.424 -3.079 -3.350
H 0.405 -2.792 -4.771
H 2.887 -1.527 -2.433
H 3.089 0.241 -2.398
H 2.947 -0.610 -3.950
H 1.986 2.099 -1.860
H 0.384 2.849 -1.978
H 1.327 2.518 -3.448
H -2.972 1.316 -2.496
H -2.016 1.984 -3.848
H -1.705 2.493 -2.165
O 0.083 1.476 -0.037
H 0.658 1.254 0.770
O 1.757 2.885 3.418
S 1.907 1.457 3.458
O 3.209 0.843 3.516
N 0.896 0.697 2.304
C -0.138 0.046 2.831
S -1.284 -0.714 1.866
C -0.149 0.071 4.293
C -1.062 -0.487 5.181
C -0.875 -0.270 6.552
C 0.210 0.503 7.024
C 1.128 1.038 6.124
C 0.928 0.815 4.772
H -1.896 -1.065 4.790
H -1.572 -0.678 7.266
H 0.336 0.689 8.088
H 1.992 1.626 6.420
*
```

Output
E_tot (eV): -87406.21896
E_HOMO (alpha / beta) (eV): -0.6011 / -1.4018
HOMO-LUMO gap (alpha / beta) (Ha): 0.182 / 0.211
Maximum force (eV/A): 3.491

=====

Q: Which of these has the lowest E_tot?
A: C17H20Br12N2O2S

=====

Please write out number 5 again, unchanged.
Molecular formula: C17H20Cl3NO3RuS2
Method: DFT, wB97M-V/def2-TZVPD

```
! wB97M-V def2-TZVPD RIJCOSX def2/J DEFGRID3
* xyz -2 5
C -0.987 0.553 -2.614
C -1.146 -0.822 -3.074
C 0.140 -1.394 -3.192
C -2.399 -1.463 -3.486
C 1.113 -0.413 -2.870
C 0.442 0.796 -2.549
C 1.064 2.134 -2.449
C -1.974 1.647 -2.800
C 0.427 -2.758 -3.671
C 2.584 -0.587 -2.912
Ru -0.702 -0.133 -0.574
Cl -2.047 -3.368 -1.318
Cl -2.961 0.160 -0.357
Cl 1.036 -1.587 -0.102
H -3.244 -0.771 -3.388
H -2.577 -2.372 -2.786
H -2.339 -1.834 -4.520
H -0.313 -3.467 -3.277
H 1.424 -3.079 -3.350
H 0.405 -2.792 -4.771
H 2.887 -1.527 -2.433
H 3.089 0.241 -2.398
H 2.947 -0.610 -3.950
H 1.986 2.099 -1.860
H 0.384 2.849 -1.978
H 1.327 2.518 -3.448
H -2.972 1.316 -2.496
H -2.016 1.984 -3.848
H -1.705 2.493 -2.165
O 0.083 1.476 -0.037
H 0.658 1.254 0.770
O 1.757 2.885 3.418
S 1.907 1.457 3.458
O 3.209 0.843 3.516
N 0.896 0.697 2.304
C -0.138 0.046 2.831
S -1.284 -0.714 1.866
C -0.149 0.071 4.293
C -1.062 -0.487 5.181
C -0.875 -0.270 6.552
C 0.210 0.503 7.024
C 1.128 1.038 6.124
C 0.928 0.815 4.772
H -1.896 -1.065 4.790
H -1.572 -0.678 7.266
H 0.336 0.689 8.088
H 1.992 1.626 6.420
*
```

Output
E_tot (eV): -87406.21896
E_HOMO (alpha / beta) (eV): -0.6011 / -1.4018
HOMO-LUMO gap (alpha / beta) (Ha): 0.182 / 0.211
Maximum force (eV/A): 3.491

=====

Q: Which of these has the highest maximum force?
A: C17H20Br12N2O2S